Below is a cluster of 2 separate species, C7H15NO in total, with properties calculated with the ωB97M-V functional and the def2-TZVPD basis.

Last column: Löwdin charge in e.
Geometry (Å):
C -1.066 -0.668 1.063  -0.255
C -1.697 -1.445 -0.075  -0.211
C -1.914 -0.362 -1.324  -0.131
C -1.351 1.027 -0.762  -0.186
C -1.427 0.836 0.813  -0.215
H -1.562 -0.769 2.158  0.132
H -0.066 -1.014 1.468  0.096
H -2.672 -2.082 0.151  0.117
H -0.963 -2.402 -0.115  0.125
H -2.930 -0.321 -1.573  0.056
H -1.098 -0.778 -2.145  0.145
H -1.792 1.945 -1.206  0.097
H -0.198 1.294 -0.840  0.081
H -2.470 0.946 1.033  0.090
H -0.994 1.567 1.384  0.063
C 2.126 1.186 -0.197  -0.046
C 2.358 -0.226 -0.424  -0.649
N 3.306 -0.733 0.416  0.088
O 1.802 -0.861 -1.340  0.023
H 2.447 1.674 -1.129  0.105
H 2.754 1.703 0.591  0.099
H 1.091 1.497 0.030  0.054
H 2.978 -1.802 0.613  0.170
H 3.339 -0.212 1.410  0.150

- Orbital gap: 10.6 eV
- Multiplicity: 1
- LUMO level: 0.0233 Ha
- Total energy: -405.60234 a.u.
- ΔE to the lowest compared entry with this formula, charge and spin: 3.673 eV
- Charge: 0
- HOMO energy: -9.94 eV
- Structure (SMILES): C1CCCC1.CC(N)=O